1.
DFT (wB97M-V/def2-TZVPD) results for a cluster of 2 separate species, C3H8N2 in total.

energy relative to the best compared isomer or geometry (same formula, charge and spin) = 92.6 kcal/mol
E_HOMO (alpha / beta) = -13.01 / -13.01 eV
spin multiplicity = 2
maximum force = 1.74 eV/A
HOMO-LUMO gap (alpha / beta) = 7.111 / 4.228 eV
LUMO energy (alpha / beta) = -5.902 / -8.785 eV
total charge = +1

Last column: natural (NBO) charge in e.
Geometry (Å):
C 0.7539 2.1857 2.0517  -0.0522
N -0.5075 2.3255 2.1089  -0.5669
H 1.3359 2.1383 2.9698  0.1781
H 1.2889 2.1290 1.0996  0.1319
H -0.8916 2.0496 1.2028  0.3111
C -1.2625 -0.9342 -1.3355  -0.4704
C 0.9734 -1.9614 -1.0150  0.0243
N -0.2083 -1.9486 -1.3999  0.0488
H -2.2427 -1.2980 -1.6342  0.2852
H -1.3664 -0.7031 -0.2654  0.2876
H -0.9254 -0.1056 -1.9505  0.2630
H 1.6799 -2.5287 -1.6323  0.2823
H 1.3725 -1.3485 -0.2001  0.2770


2.
DFT (wB97M-V/def2-TZVPD) results for a cluster of 2 separate species, C3H8N2 in total.

energy relative to the best compared isomer or geometry (same formula, charge and spin) = 47.2 kcal/mol
E_HOMO (alpha / beta) = -14.12 / -14.11 eV
spin multiplicity = 2
maximum force = 2.34 eV/A
HOMO-LUMO gap (alpha / beta) = 10.107 / 6.178 eV
LUMO energy (alpha / beta) = -4.016 / -7.932 eV
total charge = +1

Last column: natural (NBO) charge in e.
Geometry (Å):
C 2.8592 0.0460 -0.7608  0.0170
N 1.7511 0.0967 -0.1605  -0.6834
H 3.4889 -0.8381 -0.6828  0.1841
H 3.1499 0.8058 -1.4851  0.1686
H 1.2675 0.9767 -0.3035  0.3312
C -1.7353 1.1254 0.7028  -0.1413
C -1.9171 -0.0674 0.0708  0.0800
N -1.1906 -1.1867 0.2802  -0.5439
H -1.1212 1.2541 1.5841  0.2369
H -2.3296 1.9094 0.2523  0.2365
H -2.5934 -0.0921 -0.7714  0.2355
H -0.2370 -1.0835 0.6605  0.4541
H -1.1521 -1.7497 -0.5631  0.4247


3.
DFT (wB97M-V/def2-TZVPD) results for a structure of composition C3H8N2.

E_HOMO (alpha / beta) = -17.82 / -21.24 eV
spin multiplicity = 3
maximum force = 17.38 eV/A
HOMO-LUMO gap (alpha / beta) = 8.785 / 5.936 eV
LUMO energy (alpha / beta) = -9.033 / -15.307 eV
total charge = +2

Last column: natural (NBO) charge in e.
Geometry (Å):
C -1.5350 0.8331 -1.0239  0.4716
C 1.5168 0.0856 0.2834  -0.1516
C -2.0175 -1.0514 0.3467  -0.5080
N 2.5548 0.6579 -0.1035  -0.2247
N -1.5299 -0.0210 -0.3103  -0.1442
H -1.1913 1.7402 -1.4041  0.2835
H 1.7463 -1.3005 0.6007  0.3289
H 0.8429 0.8422 -0.1249  0.1844
H -2.9694 -1.2626 -0.0188  0.3017
H -2.1990 -0.7937 1.4932  0.3110
H -1.3105 -1.8529 0.5256  0.2864
H 2.5130 1.6577 -0.3754  0.4196
H 3.5787 0.4654 0.1113  0.4415


4.
DFT (wB97M-V/def2-TZVPD) results for the molecule C3H8N2O.

energy relative to the best compared isomer or geometry (same formula, charge and spin) = 23.5 kcal/mol
E_HOMO = -8.86 eV
spin multiplicity = 1
maximum force = 1.62 eV/A
HOMO-LUMO gap = 9.738 eV
LUMO energy = 0.881 eV
SMILES = CNC(=O)CN

Last column: natural (NBO) charge in e.
Geometry (Å):
C 0.4865 2.3051 -0.0807  -0.4174
N 0.7628 0.8809 -0.1903  -0.6520
C -0.2660 -0.0289 -0.3060  0.6550
O -1.3395 0.2176 -0.8184  -0.6053
C 0.0466 -1.3787 0.3716  -0.3039
N -0.8783 -2.4326 0.1184  -0.8465
H 1.3724 2.9021 -0.1800  0.2088
H -0.0602 2.4837 0.8448  0.1919
H -0.2742 2.5516 -0.8315  0.2196
H 1.6851 0.4835 -0.1845  0.3930
H 1.0592 -1.6341 0.0706  0.1910
H 0.0108 -1.1414 1.4317  0.2103
H -1.7776 -2.3456 0.5461  0.3808
H -0.8275 -2.8632 -0.7919  0.3745


5.
DFT (wB97M-V/def2-TZVPD) results for a cluster of 2 separate species, C3H8N2O in total.

energy relative to the best compared isomer or geometry (same formula, charge and spin) = 140.1 kcal/mol
E_HOMO (alpha / beta) = -8.11 / -8.07 eV
spin multiplicity = 1
maximum force = 0.85 eV/A
HOMO-LUMO gap (alpha / beta) = 7.646 / 7.545 eV
LUMO energy (alpha / beta) = -0.461 / -0.521 eV

Last column: natural (NBO) charge in e.
Geometry (Å):
N 0.6292 0.3602 0.4051  -0.2758
C 0.9811 0.3256 -0.9289  0.2087
O 1.5301 1.1130 1.1304  -0.5546
N 1.9802 0.9991 -1.3625  -0.7624
H 2.2033 1.4025 0.4681  0.4779
H -0.0893 -1.0651 0.7137  0.3611
H 2.1156 0.9258 -2.3642  0.3586
H 0.2854 -0.2567 -1.5351  0.1572
C -1.6376 0.0594 0.4688  -0.0730
C -1.2923 -1.3034 0.6798  -0.7795
H -1.4727 -1.9909 -0.1421  0.2264
H -1.5237 -1.7086 1.6640  0.2440
H -1.7709 0.7235 1.3119  0.2109
H -1.9384 0.4153 -0.5089  0.2004


6.
DFT (wB97M-V/def2-TZVPD) results for the molecule C3H8N2O.

energy relative to the best compared isomer or geometry (same formula, charge and spin) = 7.0 kcal/mol
E_HOMO = -9.46 eV
spin multiplicity = 1
maximum force = 0.40 eV/A
HOMO-LUMO gap = 10.374 eV
LUMO energy = 0.914 eV
SMILES = CNC(=O)NC

Last column: natural (NBO) charge in e.
Geometry (Å):
C 0.4608 1.1581 2.0728  -0.4085
N -0.0860 0.0860 1.2641  -0.6552
C 0.2310 0.0737 -0.0860  0.7753
O 0.9833 0.8823 -0.6032  -0.6459
N -0.4145 -0.9310 -0.7813  -0.6388
C -0.3858 -0.8966 -2.2309  -0.4142
H 1.5535 1.2244 2.0233  0.1972
H 0.1448 1.0101 3.1087  0.1989
H 0.0522 2.1099 1.7245  0.2077
H -0.1502 -0.8202 1.7049  0.3876
H -1.2890 -1.2231 -0.3697  0.3838
H -0.6070 -1.8914 -2.6242  0.1971
H -1.1064 -0.1832 -2.6531  0.1847
H 0.6134 -0.5991 -2.5498  0.2302


7.
DFT (wB97M-V/def2-TZVPD) results for the molecule C3H8N2O.

energy relative to the best compared isomer or geometry (same formula, charge and spin) = 24.9 kcal/mol
E_HOMO = -9.52 eV
spin multiplicity = 1
maximum force = 1.92 eV/A
HOMO-LUMO gap = 10.366 eV
LUMO energy = 0.842 eV
SMILES = NCCNC=O

Last column: natural (NBO) charge in e.
Geometry (Å):
N -2.1749 0.5719 -0.7954  -0.8553
C -0.7943 0.7912 -0.4191  -0.2202
C -0.1289 -0.4823 0.0385  -0.2200
N 1.1564 -0.1886 0.6661  -0.6209
C 2.2683 -0.9605 0.6603  0.5298
O 3.3162 -0.5995 1.1553  -0.6079
H -2.7975 0.7058 -0.0196  0.3683
H -2.4853 0.9698 -1.6585  0.3767
H -0.7709 1.4747 0.4320  0.1643
H -0.2059 1.1839 -1.1888  0.1977
H -0.7360 -1.0709 0.7188  0.1855
H -0.0332 -1.2135 -0.7740  0.1980
H 1.2359 0.7542 1.0132  0.3943
H 2.1499 -1.9361 0.1713  0.1098


8.
DFT (wB97M-V/def2-TZVPD) results for the molecule C3H8N2O.

energy relative to the best compared isomer or geometry (same formula, charge and spin) = 73.2 kcal/mol
E_HOMO = -8.98 eV
spin multiplicity = 1
maximum force = 1.79 eV/A
HOMO-LUMO gap = 9.839 eV
LUMO energy = 0.857 eV
SMILES = C/N=C(/C)NO

Last column: natural (NBO) charge in e.
Geometry (Å):
C 1.1868 0.6813 -1.4325  -0.4320
N 0.8361 0.8848 -0.0136  -0.4869
C 0.0227 0.1306 0.6354  0.4107
C -0.1464 0.4785 2.1010  -0.6602
N -0.7240 -0.9865 0.1579  -0.3679
O -1.0498 -0.9557 -1.2259  -0.5557
H 1.4043 -0.3755 -1.6648  0.1715
H 0.4348 1.0971 -2.1066  0.2044
H 2.1103 1.1921 -1.6532  0.1918
H -1.2028 0.6077 2.2498  0.2089
H 0.2462 -0.3480 2.7573  0.2222
H 0.4485 1.4025 2.2372  0.2575
H -1.5947 -1.1839 0.7247  0.3639
H -0.6107 -1.7771 -1.5707  0.4717


9.
DFT (wB97M-V/def2-TZVPD) results for a cluster of 2 separate species, C3H8N2O in total.

energy relative to the best compared isomer or geometry (same formula, charge and spin) = 45.2 kcal/mol
E_HOMO = -9.69 eV
spin multiplicity = 1
maximum force = 1.75 eV/A
HOMO-LUMO gap = 10.466 eV
LUMO energy = 0.775 eV
SMILES = C=NC.NC=O

Last column: natural (NBO) charge in e.
Geometry (Å):
C 0.1758 1.7959 0.4931  -0.0398
N 0.5343 0.6971 0.9921  -0.4151
C 1.9268 0.2915 0.8612  -0.4497
H -0.7082 2.3651 0.7513  0.1838
H 0.8894 2.3613 -0.1270  0.1288
H 2.0897 -0.4670 0.1037  0.2150
H 2.5917 1.1289 0.6201  0.1719
H 2.2808 0.0924 1.8698  0.2201
N -1.2607 -0.7665 -0.9040  -0.8438
C -1.9981 -1.9123 -0.9161  0.5250
O -1.9732 -2.7907 -0.0884  -0.5987
H -1.2113 -0.2455 -1.7606  0.3860
H -0.6426 -0.5448 -0.1291  0.4196
H -2.6943 -2.0055 -1.7662  0.0968


10.
DFT (wB97M-V/def2-TZVPD) results for the molecule C3H8N2O.

energy relative to the best compared isomer or geometry (same formula, charge and spin) = 67.6 kcal/mol
E_HOMO = -9.69 eV
spin multiplicity = 1
maximum force = 1.70 eV/A
HOMO-LUMO gap = 10.789 eV
LUMO energy = 1.099 eV
SMILES = NCC/C=N/O

Last column: natural (NBO) charge in e.
Geometry (Å):
N -2.4990 -0.0500 -0.3407  -0.8285
C -1.1017 -0.5074 -0.0027  -0.2102
C -0.1582 0.6945 -0.0427  -0.4602
C 1.2688 0.3051 0.2782  0.0573
N 2.1814 0.2017 -0.6070  -0.1337
O 3.3361 -0.3289 0.0443  -0.5839
H -2.7387 0.6434 0.4032  0.3445
H -3.1864 -0.8388 -0.2289  0.3604
H -1.0307 -0.9992 0.9665  0.1644
H -0.8163 -1.2759 -0.6887  0.1939
H -0.5842 1.4340 0.6852  0.2102
H -0.1208 1.1576 -1.0706  0.2349
H 1.5032 -0.0009 1.3260  0.1760
H 3.9466 -0.4353 -0.7222  0.4751


11.
DFT (wB97M-V/def2-TZVPD) results for a structure of composition C3H8N2O.

energy relative to the best compared isomer or geometry (same formula, charge and spin) = 132.4 kcal/mol
E_HOMO = -7.77 eV
spin multiplicity = 1
maximum force = 4.57 eV/A
HOMO-LUMO gap = 8.716 eV
LUMO energy = 0.942 eV

Last column: natural (NBO) charge in e.
Geometry (Å):
C -1.6256 -0.2929 -1.7850  -0.4169
C 0.7054 1.0477 0.5865  0.3174
C 1.3408 -0.7770 1.9047  -0.2692
H -1.7362 0.2518 -2.9673  0.2171
H -0.7423 -1.3853 -1.7961  0.1884
H -2.8246 -0.6088 -1.1493  0.2020
H -0.4389 1.5247 -1.6475  0.3550
H 0.6637 2.1109 0.4457  0.1545
H 1.8562 -1.3670 1.0572  0.1910
H 1.8243 -0.9120 2.8968  0.1926
H 0.2601 -1.0722 2.0339  0.1959
N -0.7793 0.6448 -1.0973  -0.5018
N -0.0041 0.2223 -0.1060  -0.3231
O 1.5004 0.6131 1.6238  -0.5030


12.
DFT (wB97M-V/def2-TZVPD) results for the molecule C3H8N2O.

energy relative to the best compared isomer or geometry (same formula, charge and spin) = 23.2 kcal/mol
E_HOMO = -8.65 eV
spin multiplicity = 1
maximum force = 0.33 eV/A
HOMO-LUMO gap = 9.538 eV
LUMO energy = 0.890 eV
SMILES = C/N=C(/O)NC

Last column: natural (NBO) charge in e.
Geometry (Å):
C 2.1581 0.4029 0.1323  -0.4423
N 1.3983 -0.7329 -0.3368  -0.5984
C 0.1267 -0.6573 -0.2717  0.7006
O -0.6188 -1.7051 -0.6942  -0.6894
N -0.6324 0.3727 0.2024  -0.6345
C -2.0774 0.4440 0.1494  -0.4096
H 3.2261 0.1813 0.0587  0.2083
H 1.9774 1.3143 -0.4627  0.1730
H 1.9524 0.6506 1.1872  0.1738
H 0.0358 -2.3636 -0.9740  0.5046
H -0.1307 1.2112 0.4456  0.3971
H -2.4212 1.1832 -0.5848  0.1891
H -2.4837 0.7113 1.1306  0.1949
H -2.4683 -0.5330 -0.1328  0.2327


13.
DFT (wB97M-V/def2-TZVPD) results for a cluster of 3 separate species, C3H8N2O in total.

energy relative to the best compared isomer or geometry (same formula, charge and spin) = 128.5 kcal/mol
E_HOMO = -9.48 eV
spin multiplicity = 1
maximum force = 4.06 eV/A
HOMO-LUMO gap = 10.246 eV
LUMO energy = 0.770 eV
SMILES = C#[N+][O-].C=C.N

Last column: natural (NBO) charge in e.
Geometry (Å):
C 1.7348 -0.3605 0.2815  -0.0871
N 2.7750 0.1377 0.5069  0.1954
O 3.7286 0.7908 0.7854  -0.4126
H 1.0556 -1.0609 -0.0852  0.2616
C -1.5299 1.2607 0.4153  -0.4306
C -0.5447 1.4690 -0.4209  -0.3775
H -2.5802 1.3113 0.0638  0.2062
H -1.2345 0.7681 1.4017  0.2052
H -0.7245 1.8235 -1.4983  0.1842
H 0.5691 1.4776 -0.2413  0.2111
N -0.6428 -1.7863 -0.2214  -1.0859
H -1.5235 -1.5255 0.1611  0.3819
H -0.2409 -2.6450 0.0422  0.3756
H -0.8420 -1.6604 -1.1907  0.3724


14.
DFT (wB97M-V/def2-TZVPD) results for a cluster of 2 separate species, C3H8N2O in total.

energy relative to the best compared isomer or geometry (same formula, charge and spin) = 47.2 kcal/mol
E_HOMO = -9.54 eV
spin multiplicity = 1
maximum force = 1.91 eV/A
HOMO-LUMO gap = 10.382 eV
LUMO energy = 0.847 eV
SMILES = C=CN.NC=O

Last column: natural (NBO) charge in e.
Geometry (Å):
C -1.6942 1.3806 0.0688  -0.4558
C -2.2703 0.3357 0.6352  -0.0018
N -1.9582 -1.0380 0.2743  -0.8563
H -0.9914 1.3059 -0.7512  0.1952
H -1.8149 2.3733 0.4922  0.1987
H -3.1880 0.3856 1.2085  0.1873
H -0.9618 -1.1896 0.1446  0.3698
H -2.3207 -1.1046 -0.6787  0.3616
N 2.1436 0.8568 -0.4311  -0.8437
C 1.9287 -0.3572 0.1665  0.5246
O 1.7757 -1.3600 -0.4868  -0.5852
H 1.9304 1.7498 -0.0210  0.3931
H 2.5562 0.9316 -1.3448  0.3972
H 1.8663 -0.2383 1.2384  0.1152


15.
DFT (wB97M-V/def2-TZVPD) results for the molecule C3H8N2O.

energy relative to the best compared isomer or geometry (same formula, charge and spin) = 28.8 kcal/mol
E_HOMO = -8.42 eV
spin multiplicity = 1
maximum force = 2.67 eV/A
HOMO-LUMO gap = 9.286 eV
LUMO energy = 0.870 eV
SMILES = CNCC(N)=O

Last column: natural (NBO) charge in e.
Geometry (Å):
C -1.8363 -0.5363 0.7443  -0.4182
N -1.5097 0.0310 -0.5536  -0.6344
C -0.2141 0.6776 -0.8209  -0.3148
C 0.9156 0.0272 0.0226  0.6617
N 1.9201 0.8972 0.3903  -0.8472
O 1.0315 -1.1697 0.1187  -0.5938
H -1.0531 -1.2137 1.0997  0.1925
H -1.7722 0.2783 1.4765  0.1789
H -2.8032 -1.0326 0.6889  0.2076
H -1.8234 -0.5927 -1.2799  0.3639
H 0.1153 0.6596 -1.8563  0.2277
H -0.3449 1.7141 -0.4677  0.1901
H 2.0754 1.7184 -0.1693  0.3861
H 2.7087 0.6609 0.9653  0.4000


16.
DFT (wB97M-V/def2-TZVPD) results for a cluster of 2 separate species, C3H8N2O in total.

energy relative to the best compared isomer or geometry (same formula, charge and spin) = 65.1 kcal/mol
E_HOMO (alpha / beta) = -13.03 / -12.99 eV
spin multiplicity = 2
maximum force = 2.56 eV/A
HOMO-LUMO gap (alpha / beta) = 8.782 / 4.895 eV
LUMO energy (alpha / beta) = -4.248 / -8.099 eV
total charge = +1

Last column: natural (NBO) charge in e.
Geometry (Å):
C -2.8759 0.1812 -0.8952  -0.1302
C -1.6276 -0.3602 -1.1662  0.3403
O -0.5880 0.0317 -0.5922  -0.5723
H -2.9705 0.9536 -0.1445  0.2374
H -3.6839 -0.2798 -1.4581  0.2347
H -1.4876 -1.1621 -1.8807  0.2136
H -0.1807 0.3711 0.2664  0.5736
N 2.3683 -0.4292 0.1897  -0.8026
C 1.7651 0.5276 0.9734  0.3439
N 0.8769 0.2671 1.8443  -0.8395
H 3.2789 -0.1660 -0.1633  0.4035
H 1.7634 -0.9642 -0.4091  0.4049
H 2.2975 1.4908 0.9118  0.1721
H 1.0639 -0.4614 2.5238  0.4208


17.
DFT (wB97M-V/def2-TZVPD) results for a cluster of 3 separate species, C3H8N2O2 in total.

energy relative to the best compared isomer or geometry (same formula, charge and spin) = 154.0 kcal/mol
E_HOMO (alpha / beta) = -8.51 / -9.11 eV
spin multiplicity = 1
maximum force = 1.63 eV/A
HOMO-LUMO gap (alpha / beta) = 8.173 / 9.342 eV
LUMO energy (alpha / beta) = -0.336 / 0.228 eV

Last column: natural (NBO) charge in e.
Geometry (Å):
C -1.2752 -1.3538 -0.3716  -0.3932
C 2.1149 0.2662 0.5235  -0.4680
N -0.6765 -0.1044 0.1005  -0.3091
N 1.2476 -0.3706 -0.4479  -0.5354
C -0.5216 1.0462 -0.3588  0.9581
O -2.4934 0.8217 0.3144  -0.8415
O -0.1778 2.1347 -0.5786  -0.4612
H -2.4665 1.1776 1.2145  0.4405
H 1.3755 0.0903 -1.3533  0.3240
H -0.4617 -2.0068 -0.6751  0.2353
H -1.9613 -1.1555 -1.1907  0.2189
H -1.8263 -1.7705 0.4656  0.2276
H 2.0799 1.3637 0.5449  0.1853
H 1.8916 -0.1209 1.5189  0.2006
H 3.1509 -0.0180 0.2937  0.2181


How do the records compare in calculated total energy? In the order shown, they have -228.1909, -228.2633, -227.5322, -303.8547, -303.6688, -303.8809, -303.8524, -303.7754, -303.8201, -303.7844, -303.6811, -303.8552, -303.6873, -303.8170, -303.8462, -303.4427, -378.8956 Eh.